Below is one molecule with the formula C6H8 at a distorted geometry, with properties calculated with ωB97M-V/def2-TZVPD.

Each atom is followed by the atoms it is bonded to, with distances in Å.
Atoms and positions in Å:
1 C 2.97 -0.60 -0.08  C2 1.210, H7 1.080
2 C 1.83 -0.31 0.20  C1 1.210, C3 1.504
3 C 0.40 0.09 0.46  C2 1.504, C4 1.568, C6 1.569, H8 1.074
4 C -0.48 1.16 -0.27  C3 1.568, C5 1.547, H9 1.109, H10 1.085
5 C -1.65 0.16 -0.10  C4 1.547, C6 1.525, H11 1.099, H12 1.086
6 C -0.66 -0.98 0.04  C3 1.569, C5 1.525, H13 1.099, H14 1.100
7 H 4.01 -0.78 -0.31  C1 1.080
8 H 0.28 0.54 1.43  C3 1.074
9 H -0.68 2.13 0.24  C4 1.109
10 H -0.15 1.37 -1.28  C4 1.085
11 H -2.17 0.31 0.87  C5 1.099
12 H -2.38 0.12 -0.90  C5 1.086
13 H -0.37 -1.34 -0.96  C6 1.099
14 H -0.94 -1.86 0.64  C6 1.100

Calculated values
Lowest unoccupied orbital energy: 1.2 eV
E_HOMO: -9.78 eV
Total energy: -233.3081 hartree
SMILES string: C#CC1CCC1